Here is a cluster of 10 separate species, C4H29N2O9 in total at a distorted geometry from OMol25. Energies are from wB97M-V/def2-TZVPD.

Last columns: bonded neighbours and bond lengths (Å).
CARTESIAN COORDINATES (ANGSTROEM)
1 C 0.577 -3.055 -0.382  C2 1.589, N6 1.460, H7 1.164, H8 1.119
2 C -0.849 -2.372 -0.549  C1 1.589, C3 1.470, H9 1.224, H10 1.159
3 C -0.859 -0.921 -0.786  C2 1.470, C4 1.349, H11 1.176
4 C -0.878 -0.039 0.234  C3 1.349, N5 1.452, H12 1.122
5 N -0.749 1.387 -0.008  C4 1.452, H13 0.968, H14 1.032, H15 1.101
6 N 1.189 -2.964 0.940  C1 1.460, H16 1.037, H17 0.961
7 H 1.261 -2.491 -1.136  C1 1.164
8 H 0.606 -4.119 -0.727  C1 1.119
9 H -1.527 -2.754 0.396  C2 1.224
10 H -1.245 -3.007 -1.434  C2 1.159
11 H -0.617 -0.650 -1.905  C3 1.176
12 H -0.840 -0.309 1.322  C4 1.122
13 H -0.322 1.571 -0.857  N5 0.968
14 H -1.703 1.767 -0.105  N5 1.032
15 H -0.262 2.000 0.767  N5 1.101
16 H 1.489 -1.983 1.096  N6 1.037
17 H 1.805 -3.632 1.254  N6 0.961
18 H -0.124 2.090 -3.271  O20 0.920
19 H 0.929 1.316 -2.635  O20 0.957
20 O 0.163 1.852 -2.429  H18 0.920, H19 0.957
21 H -4.302 -0.931 -1.378  O23 0.967
22 H -3.993 0.055 -2.596  O23 0.967
23 O -3.692 -0.270 -1.736  H21 0.967, H22 0.967
24 H 1.262 1.096 1.644  O26 0.985
25 H 2.526 -0.007 1.655  O26 1.024
26 O 1.709 0.363 1.161  H24 0.985, H25 1.024
27 H -0.523 -2.234 2.196  O29 0.955
28 H -0.379 -2.126 3.455  O29 0.917
29 O -0.990 -1.757 2.879  H27 0.955, H28 0.917
30 H 1.115 5.200 -0.239  O32 0.986
31 H 0.906 4.660 1.125  O32 0.950
32 O 1.308 4.400 0.304  H30 0.986, H31 0.950
33 H -2.107 -0.186 2.816  O35 1.039
34 H -2.614 1.231 3.651  O35 0.942
35 O -1.976 0.803 3.104  H33 1.039, H34 0.942
36 H -0.213 1.330 3.183  O38 1.015
37 H 1.238 1.853 3.378  O38 0.933
38 O 0.542 1.858 2.757  H36 1.015, H37 0.933
39 H 0.342 -1.123 -4.346  O41 0.957
40 H 1.564 -0.706 -3.619  O41 0.920
41 O 0.718 -0.412 -3.828  H39 0.957, H40 0.920
42 H 2.693 1.261 -1.244  O44 0.913
43 H 3.898 0.976 -2.027  O44 0.975
44 O 2.924 0.979 -2.081  H42 0.913, H43 0.975

F_max ... 4.5 eV/Å
Orbital gap (spin up / spin down) ... 2.07 / 7.18 eV
LUMO (spin up / spin down) ... 0.261 / 0.188 eV
HOMO level (spin up / spin down) ... -1.8 / -7.0 eV
Multiplicity ... 2